No. 1
Density functional theory data (ωB97M-V with the def2-TZVPD basis set) for a structure of composition C18H43FeN6O7.

Computed properties:
HOMO energy (spin up / spin down): -0.3895 / -0.3865 Ha
HOMO-LUMO gap (spin up / spin down): 0.303 / 0.293 Eh
LUMO (spin up / spin down): -2.35 / -2.56 eV

Geometry as ORCA input:
```
! wB97M-V def2-TZVPD RIJCOSX def2/J DEFGRID3
* xyz 1 5
Fe -0.575 1.227 0.522
O -0.178 -0.378 1.567
H 0.622 -0.877 1.645
C 0.354 3.149 3.015
O 0.338 2.222 2.203
N 0.940 3.093 4.197
C 1.294 1.877 4.889
C 1.177 4.280 5.006
H -0.039 4.127 2.712
H 0.856 0.981 4.449
H 0.992 1.814 5.937
H 2.381 1.769 4.943
H 2.193 4.252 5.393
H 0.946 5.204 4.476
H 0.508 4.388 5.866
C -1.571 -0.733 -1.956
O -1.069 0.080 -1.195
N -2.375 -0.494 -2.993
C -2.700 -1.516 -3.972
C -2.920 0.821 -3.275
H -1.290 -1.799 -1.933
H -3.734 -1.487 -4.315
H -2.595 -2.508 -3.529
H -2.042 -1.449 -4.838
H -2.361 1.325 -4.072
H -3.923 0.710 -3.684
H -2.878 1.495 -2.422
C 1.420 -2.895 -0.644
O 2.099 -2.398 -1.540
N 0.864 -4.114 -0.738
C 0.034 -4.613 0.358
C 1.246 -5.049 -1.781
H 1.226 -2.282 0.242
H -0.957 -4.656 -0.112
H -0.054 -3.912 1.186
H 0.370 -5.576 0.738
H 0.317 -5.339 -2.285
H 1.919 -4.463 -2.404
H 1.697 -5.996 -1.484
C -3.957 0.951 0.867
O -2.830 0.499 1.033
N -4.939 0.351 0.192
C -6.240 1.068 0.040
C -4.801 -0.961 -0.380
H -4.259 1.959 1.179
H -6.410 1.568 0.990
H -6.980 0.277 -0.033
H -6.182 1.761 -0.793
H -4.130 -1.634 0.143
H -5.727 -1.497 -0.602
H -4.487 -0.845 -1.430
C 1.966 1.813 -1.258
O 1.179 1.372 -0.427
N 1.673 2.419 -2.413
C 2.746 2.788 -3.323
C 0.365 2.761 -2.871
H 3.042 1.683 -1.097
H 2.653 3.840 -3.603
H 2.730 2.169 -4.220
H 3.749 2.765 -2.898
H -0.429 2.351 -2.241
H 0.092 3.823 -2.853
H 0.123 2.421 -3.879
C 5.377 -1.141 0.838
O 6.297 -1.911 0.966
N 4.218 -1.152 1.542
C 3.148 -0.214 1.312
C 4.023 -2.112 2.607
H 5.272 -0.389 0.035
H 2.323 -0.587 0.704
H 3.464 0.733 0.881
H 2.604 0.017 2.232
H 4.953 -2.633 2.814
H 3.531 -1.705 3.492
H 3.311 -2.886 2.285
*
```

No. 2
Density functional theory data (ωB97M-V with the def2-TZVPD basis set) for a cluster of 8 separate species, C3H24N2O7S in total.

Computed properties:
HOMO energy: -0.3445 Ha
Energy relative to the best compared isomer or geometry (same formula, charge and spin): 0.170 eV
HOMO-LUMO gap: 0.335 Eh
LUMO: -0.27 eV
SMILES: NCNCCS.O.O.O.O.O.O.O

Geometry as ORCA input:
```
! wB97M-V def2-TZVPD RIJCOSX def2/J DEFGRID3
* xyz 0 1
N -3.014 -2.459 0.219
C -1.849 -2.277 -0.644
N -1.042 -1.123 -0.251
C -0.150 -0.674 -1.383
C -0.335 0.843 -1.447
S 1.116 1.594 -2.340
H -2.812 -3.167 0.911
H -3.373 -1.628 0.671
H -2.152 -2.275 -1.697
H -1.312 -3.238 -0.460
H -1.622 -0.348 0.062
H -0.454 -1.131 -2.308
H 0.892 -0.880 -1.184
H -0.428 1.304 -0.467
H -1.262 1.001 -2.020
H 1.926 1.736 -1.296
O 3.626 1.365 1.962
H 3.066 0.643 2.293
H 3.752 1.210 1.021
O -0.002 1.694 1.907
H 0.244 2.622 1.762
H -0.955 1.803 1.653
O -1.908 3.186 -1.842
H -2.693 3.177 -2.416
H -1.240 3.371 -2.518
O 0.458 -1.024 2.569
H -0.222 -1.028 1.863
H 0.046 -0.350 3.126
O -2.372 1.415 0.746
H -3.254 1.653 1.059
H -2.270 2.046 0.006
O 1.254 -3.249 -0.058
H 2.094 -2.789 0.000
H 0.498 -2.652 -0.081
O 2.769 -1.527 1.589
H 1.832 -1.202 1.765
H 2.758 -2.418 1.945
*
```

No. 3
Density functional theory data (ωB97M-V with the def2-TZVPD basis set) for the molecule C4H6N2O3.

Computed properties:
HOMO energy (spin up / spin down): -0.2702 / -0.3042 Ha
Energy relative to the best compared isomer or geometry (same formula, charge and spin): 5.199 eV
HOMO-LUMO gap (spin up / spin down): 0.251 / 0.296 Eh
LUMO (spin up / spin down): -0.52 / -0.23 eV

Geometry as ORCA input:
```
! wB97M-V def2-TZVPD RIJCOSX def2/J DEFGRID3
* xyz 0 1
C 0.528 0.375 0.060
C -2.084 0.103 -0.602
C 0.201 -0.973 0.141
C 1.923 0.744 -0.262
N -0.312 1.431 0.258
N -1.607 1.121 0.194
O -3.185 -0.371 -0.514
O -0.725 -1.511 0.982
O 1.066 -1.818 -0.307
H 2.130 0.694 -1.431
H 2.711 0.066 0.287
H 2.177 1.800 -0.006
H -2.200 1.992 0.341
H -1.513 -0.900 0.930
H 0.890 -2.753 -0.071
*
```

No. 4
Density functional theory data (ωB97M-V with the def2-TZVPD basis set) for a structure of composition C35H31Cl3F6N3O3S4Sn.

Computed properties:
HOMO energy: -0.0919 Ha
Energy relative to the best compared isomer or geometry (same formula, charge and spin): 0.367 eV
HOMO-LUMO gap: 0.122 Eh
LUMO: 0.82 eV

Geometry as ORCA input:
```
! wB97M-V def2-TZVPD RIJCOSX def2/J DEFGRID3
* xyz -1 1
Sn -0.595 0.724 -0.318
C -0.361 4.223 1.671
C 1.117 4.406 1.336
S 1.745 3.179 0.156
C 3.289 2.652 0.943
C 3.173 2.084 2.356
S 1.971 0.729 2.479
C 1.047 1.237 3.947
C 0.184 2.496 3.833
S -0.878 2.630 2.363
H -0.958 4.302 0.763
H -0.674 5.026 2.342
H 1.738 4.360 2.230
H 1.246 5.397 0.899
H 3.993 3.486 0.939
H 3.675 1.890 0.260
H 2.881 2.862 3.060
H 4.152 1.715 2.669
H 1.762 1.370 4.762
H 0.425 0.374 4.186
H 0.800 3.396 3.866
H -0.479 2.528 4.699
O 6.486 -3.926 -2.124
N 5.468 -4.067 -1.474
O 5.218 -5.056 -0.818
C 4.468 -2.964 -1.497
C 4.784 -1.926 -2.290
C 3.906 -0.813 -2.436
C 4.225 0.287 -3.254
C 3.342 1.324 -3.351
C 2.139 1.248 -2.624
N 1.819 0.226 -1.860
C 2.684 -0.808 -1.761
C 2.335 -1.936 -0.913
N 1.131 -1.881 -0.318
C 0.769 -2.845 0.497
C 1.618 -3.927 0.789
C 2.832 -4.019 0.169
C 3.231 -3.011 -0.743
H 5.720 -1.944 -2.829
H 5.169 0.293 -3.789
H 3.545 2.195 -3.959
H 1.420 2.057 -2.646
H -0.210 -2.740 0.965
H 1.304 -4.671 1.508
H 3.483 -4.849 0.377
Cl -1.464 -1.266 -2.144
C -3.204 -1.436 -2.043
C -3.754 -2.418 -2.846
C -5.120 -2.626 -2.824
C -5.907 -1.835 -2.001
C -5.331 -0.857 -1.211
Cl -6.398 0.092 -0.221
C -3.940 -0.608 -1.179
S -3.287 0.630 -0.146
H -3.109 -3.018 -3.474
H -5.566 -3.394 -3.441
H -6.979 -1.974 -1.961
C -2.716 2.189 -3.160
C -1.567 3.029 -2.593
O -0.787 2.417 -1.650
C -2.167 4.310 -1.963
F -1.223 5.205 -1.613
F -2.840 3.996 -0.851
F -3.026 4.951 -2.776
C -0.655 3.425 -3.786
F -1.271 4.189 -4.704
F 0.455 4.078 -3.413
F -0.242 2.311 -4.428
H -3.445 2.007 -2.374
H -2.313 1.230 -3.484
H -3.197 2.686 -4.003
Cl 0.875 -2.798 4.008
C -0.824 -3.256 3.842
C -1.242 -4.425 4.449
C -2.564 -4.840 4.364
C -3.449 -4.028 3.634
C -3.036 -2.865 3.032
C -1.680 -2.379 3.103
C -1.271 -1.201 2.487
H -0.518 -5.018 4.997
H -2.893 -5.752 4.844
H -4.489 -4.328 3.537
H -3.741 -2.263 2.467
H -0.244 -0.871 2.503
H -2.006 -0.602 1.963
*
```

No. 5
Density functional theory data (ωB97M-V with the def2-TZVPD basis set) for the molecule C4H8N2O.

Computed properties:
HOMO energy (spin up / spin down): -0.3595 / -0.2706 Ha
Energy relative to the best compared isomer or geometry (same formula, charge and spin): 5.803 eV
HOMO-LUMO gap (spin up / spin down): 0.370 / 0.219 Eh
LUMO (spin up / spin down): 0.29 / -1.41 eV

Geometry as ORCA input:
```
! wB97M-V def2-TZVPD RIJCOSX def2/J DEFGRID3
* xyz 0 1
C 0.142 0.050 0.977
C 1.183 -0.982 1.043
C -0.376 0.715 -0.255
C -0.644 -0.173 -1.442
O 1.001 1.399 -0.415
N -1.358 1.657 -0.006
N -1.034 -1.364 -1.240
H 0.796 2.294 -0.093
H -0.303 0.381 1.912
H -1.923 1.354 0.786
H -1.263 -1.846 -2.109
H -0.547 0.304 -2.422
H 0.723 -1.902 1.429
H 1.966 -0.699 1.757
H 1.637 -1.189 0.078
*
```